Computed, not measured: an isolated molecule of C5H6O2, with ωB97M-V with the def2-TZVPD basis set.

The LUMO energy comes out at 0.840 eV. The SMILES is C#C[C@@H](C)OC=O.

Geometry as XYZ:
```
13
C5H6O2 ωB97M-V with the def2-TZVPD basis set
C -0.91 0.82 -1.25
C -0.46 0.37 0.13
O -0.90 -0.99 0.28
C -0.20 -1.90 0.98
O -0.66 -2.96 1.27
C 0.99 0.60 0.31
C 2.16 0.85 0.41
H -0.37 0.27 -2.02
H -0.75 1.89 -1.39
H -1.98 0.61 -1.37
H -1.00 0.94 0.90
H 0.82 -1.58 1.23
H 3.21 1.08 0.47
```

Here are the Mulliken charges for atoms 1 to 4, given in e: -1.2930 0.4907 -0.2859 0.2208

=====

Computed, not measured: a cluster of 2 separate species, C6H12OS in total, with ωB97M-V with the def2-TZVPD basis set.

The LUMO energy comes out at 0.445 eV. The SMILES is C#CC(C)(C)C.OS.

Geometry as XYZ:
```
20
C6H12OS ωB97M-V with the def2-TZVPD basis set
C -0.79 -0.14 -0.90
C -0.86 -0.05 -2.09
C -2.11 -0.82 1.04
C -0.49 1.10 1.16
C 0.36 -1.26 0.93
C -0.76 -0.28 0.55
O 3.76 1.51 -1.69
S 2.33 0.65 -1.61
H 4.42 1.00 -2.18
H 1.68 1.32 -2.57
H -0.89 0.05 -3.14
H -2.08 -0.96 2.12
H -2.91 -0.13 0.80
H -2.32 -1.78 0.57
H 0.49 1.47 0.85
H -0.50 1.03 2.25
H -1.25 1.81 0.85
H 1.32 -0.91 0.56
H 0.17 -2.24 0.50
H 0.42 -1.35 2.01
```

Here are the Mulliken charges for atoms 1 to 4, given in e: -0.8621 -0.3601 -1.6747 -1.4651

=====

Computed, not measured: an isolated molecule of C6H12 at a distorted geometry, with ωB97M-V with the def2-TZVPD basis set.

The LUMO energy comes out at 0.975 eV. The SMILES is CC1(C)CCC1.

Geometry as XYZ:
```
18
C6H12 ωB97M-V with the def2-TZVPD basis set
C -1.20 -1.10 0.35
C -0.36 0.09 -0.10
C -1.26 1.20 -0.68
C 0.79 0.53 0.93
C 1.79 -0.25 0.22
C 0.85 -0.36 -1.06
H -1.77 -1.53 -0.49
H -0.57 -1.88 0.77
H -1.92 -0.79 1.12
H -1.84 0.84 -1.55
H -0.67 2.06 -1.01
H -1.99 1.55 0.07
H 0.91 1.61 0.88
H 1.52 0.43 1.95
H 2.02 -1.24 0.61
H 2.64 0.30 0.99
H 0.72 -1.34 -1.55
H 1.02 0.39 -1.83
```

Here are the Mulliken charges for atoms 1 to 4, given in e: -1.5707 1.6544 -1.6618 -0.9453

=====

Computed, not measured: a structure of composition C45H30Br3IrN10O2S2 at a distorted geometry, with ωB97M-V with the def2-TZVPD basis set.

Its total charge is +1. The LUMO energy (alpha / beta) comes out at -4.117 / -4.277 eV. Its spin multiplicity is 2.

Geometry as XYZ:
```
93
C45H30Br3IrN10O2S2 ωB97M-V with the def2-TZVPD basis set
Ir 0.20 0.75 -0.17
Br -4.67 0.86 -0.57
C -3.81 0.36 1.03
C -4.58 0.16 2.19
C -4.00 -0.19 3.37
Br -5.07 -0.42 4.90
C -2.59 -0.38 3.45
C -1.86 -0.75 4.60
C -0.51 -0.92 4.53
C 0.14 -0.70 3.30
N -0.50 -0.33 2.22
C -1.84 -0.18 2.27
C -2.44 0.21 1.03
O -1.73 0.43 -0.09
H -5.65 0.30 2.13
H -2.39 -0.89 5.54
H 0.06 -1.19 5.41
H 1.22 -0.81 3.21
Br 0.57 -3.80 6.79
C 1.42 -4.32 5.19
C 2.33 -3.46 4.59
C 2.93 -3.82 3.41
C 2.62 -5.05 2.81
C 1.74 -5.93 3.45
C 1.13 -5.56 4.63
N 3.16 -5.47 1.60
N 3.85 -4.65 0.90
C 3.46 -3.56 0.33
C 4.51 -2.69 -0.16
C 4.27 -1.46 -0.64
C 2.92 -0.93 -0.67
O 2.67 0.19 -1.09
C 1.80 -1.83 -0.21
N 0.55 -1.32 -0.27
C -0.48 -2.15 -0.09
C -0.30 -3.50 0.16
C 0.96 -4.00 0.33
C 2.06 -3.14 0.17
H 2.57 -2.51 5.06
H 3.66 -3.16 2.95
H 1.53 -6.88 2.98
H 0.44 -6.23 5.13
H 5.52 -3.08 -0.09
H 5.07 -0.82 -0.98
H -1.46 -1.70 -0.16
H -1.17 -4.14 0.25
H 1.12 -5.05 0.53
N -0.43 0.66 -2.09
S -0.61 1.79 -3.19
C 0.57 1.57 -4.51
C 1.59 0.64 -4.38
C 2.50 0.50 -5.42
C 2.40 1.28 -6.55
C 1.38 2.23 -6.66
C 0.46 2.37 -5.64
C -2.11 1.35 -4.04
C -2.16 0.26 -4.90
C -3.37 -0.05 -5.50
C -4.50 0.71 -5.23
C -4.43 1.79 -4.36
C -3.23 2.12 -3.75
H -0.61 -0.27 -2.44
H 1.67 0.05 -3.48
H 3.30 -0.23 -5.33
H 3.12 1.17 -7.36
H 1.31 2.85 -7.54
H -0.34 3.10 -5.73
H -1.28 -0.32 -5.12
H -3.43 -0.89 -6.17
H -5.44 0.47 -5.71
H -5.32 2.38 -4.15
H -3.16 2.95 -3.06
N 1.81 2.96 -1.69
C 0.88 3.50 -0.87
N 0.01 2.80 -0.17
C -0.74 3.65 0.68
C -1.67 3.27 1.64
C -2.31 4.25 2.37
C -2.05 5.60 2.16
C -1.12 5.99 1.21
C -0.47 5.00 0.49
S 0.76 5.21 -0.71
H 2.13 2.02 -1.47
H 2.53 3.58 -2.03
H -1.87 2.23 1.82
H -3.03 3.96 3.13
H -2.56 6.35 2.74
H -0.88 7.04 1.06
N 1.70 1.27 1.21
C 1.94 1.74 2.26
N 2.20 2.25 3.38
C 2.56 1.57 4.45
N 2.87 1.01 5.41
```

Here are the Mulliken charges for atoms 1 to 4, given in e: 3.1270 -0.1495 0.6617 -0.5474

=====

Computed, not measured: a cluster of 5 separate species, CH12O5 in total at a distorted geometry, with ωB97M-V with the def2-TZVPD basis set.

The LUMO energy comes out at 0.555 eV. The SMILES is CO.O.O.O.O.

Geometry as XYZ:
```
18
CH12O5 ωB97M-V with the def2-TZVPD basis set
C -1.58 1.59 0.60
O -0.35 1.83 -0.09
H -1.82 2.48 1.19
H -1.47 0.78 1.31
H -2.37 1.38 -0.12
H -0.51 1.98 -1.02
H 2.13 -0.52 -0.38
H 3.00 -1.26 -1.37
O 2.10 -0.94 -1.28
H -0.55 -1.63 0.27
H -1.29 -1.83 1.56
O -0.52 -1.39 1.20
H 1.63 1.21 1.07
H 0.94 -0.21 1.27
O 1.77 0.28 1.25
H 0.38 -1.16 -1.56
H -0.97 -1.06 -2.29
O -0.53 -1.55 -1.60
```

Here are the Mulliken charges for atoms 1 to 4, given in e: -0.4892 -0.4564 0.2621 0.1867

=====

Computed, not measured: a cluster of 8 separate species, C18H53NO8 in total at a distorted geometry, with ωB97M-V with the def2-TZVPD basis set.

The LUMO energy comes out at 0.322 eV. The SMILES is COC[C@H](C)N.CCO.CCO.CCO.CCO.CCO.CCO.CCO.

Geometry as XYZ:
```
80
C18H53NO8 ωB97M-V with the def2-TZVPD basis set
C 7.46 4.52 -20.61
C 6.50 3.99 -21.65
O 6.21 2.63 -21.31
H 7.57 5.59 -20.71
H 8.43 4.03 -20.70
H 7.07 4.26 -19.62
H 6.91 4.09 -22.66
H 5.55 4.54 -21.60
H 5.53 2.31 -21.92
C 5.91 -1.76 -21.29
C 4.87 -1.89 -20.17
O 5.37 -2.65 -19.10
H 6.86 -1.42 -20.86
H 5.61 -1.00 -22.02
H 6.10 -2.69 -21.83
H 3.97 -2.34 -20.60
H 4.61 -0.88 -19.86
H 6.10 -2.16 -18.68
C 1.59 1.99 -14.32
C 0.77 3.13 -14.94
O -0.07 2.67 -15.97
H 0.91 1.27 -13.86
H 2.24 2.38 -13.53
H 2.17 1.47 -15.07
H 1.47 3.90 -15.30
H 0.22 3.64 -14.15
H 0.52 2.47 -16.71
C 8.61 4.84 -17.17
C 8.71 3.33 -17.27
O 10.05 2.92 -17.55
H 9.15 5.29 -18.00
H 9.01 5.21 -16.22
H 7.58 5.20 -17.20
H 8.08 2.93 -18.07
H 8.41 2.84 -16.34
H 10.63 3.33 -16.90
C 1.53 3.32 -20.06
C 1.16 2.07 -19.26
O 2.03 1.86 -18.15
H 1.16 3.23 -21.08
H 2.62 3.39 -20.10
H 1.09 4.23 -19.65
H 1.25 1.20 -19.91
H 0.12 2.11 -18.93
H 2.91 1.73 -18.52
C 8.86 -0.19 -22.58
C 8.96 0.87 -21.51
O 10.23 0.73 -20.88
H 9.65 -0.07 -23.33
H 7.91 -0.11 -23.11
H 8.89 -1.19 -22.15
H 8.11 0.86 -20.82
H 8.89 1.86 -21.98
H 10.45 1.55 -20.43
C 4.74 0.14 -17.27
C 5.44 1.06 -18.24
O 4.55 1.37 -19.34
H 4.26 -0.63 -17.87
H 4.00 0.66 -16.66
H 5.45 -0.38 -16.62
H 6.32 0.57 -18.67
H 5.79 1.99 -17.76
H 5.16 1.71 -20.01
C 7.13 -3.04 -14.33
C 6.65 -2.40 -15.63
C 7.83 -2.42 -16.62
O 7.60 -1.64 -17.78
C 8.80 -1.49 -18.53
N 5.45 -3.11 -16.10
H 6.39 -2.95 -13.54
H 8.07 -2.59 -14.02
H 7.35 -4.10 -14.50
H 6.39 -1.36 -15.42
H 8.05 -3.46 -16.88
H 8.69 -1.99 -16.10
H 9.55 -0.97 -17.93
H 8.60 -0.86 -19.39
H 9.20 -2.48 -18.76
H 5.29 -2.96 -17.09
H 5.62 -4.10 -15.99
```

Here are the Mulliken charges for atoms 1 to 4, given in e: -0.7273 -0.5105 -0.3276 0.4359

=====

Computed, not measured: a cluster of 8 separate species, C26H66ClNO22S6 in total at a distorted geometry, with ωB97M-V with the def2-TZVPD basis set.

The LUMO energy comes out at -0.462 eV.

Geometry as XYZ:
```
122
C26H66ClNO22S6 ωB97M-V with the def2-TZVPD basis set
C -4.29 -6.96 2.80
C -3.95 -5.95 1.74
C -3.80 -4.51 2.27
N -3.51 -3.48 1.20
C -2.21 -3.64 0.42
C -4.70 -3.27 0.15
C -4.62 -1.85 -0.23
C -4.08 -1.02 0.95
C -3.52 -2.12 1.93
H -3.41 -7.31 3.36
H -4.59 -7.92 2.37
H -5.05 -6.60 3.49
H -4.76 -5.93 1.01
H -2.95 -6.19 1.37
H -2.90 -4.46 2.88
H -4.65 -4.16 2.86
H -2.08 -2.94 -0.40
H -2.31 -4.57 -0.14
H -1.41 -3.59 1.16
H -4.51 -3.98 -0.66
H -5.60 -3.62 0.67
H -3.99 -1.83 -1.12
H -5.65 -1.65 -0.53
H -3.27 -0.31 0.76
H -4.85 -0.55 1.56
H -2.62 -1.90 2.49
H -4.27 -2.13 2.72
Cl -0.15 -0.33 -0.62
O -0.28 -0.91 0.66
O -1.42 -0.25 -1.33
O 0.43 1.03 -0.57
O 0.77 -1.22 -1.29
O 4.74 -7.02 -0.63
S 4.11 -6.20 -1.66
O 2.72 -6.28 -1.97
O 4.53 -4.62 -1.44
C 3.53 -3.55 -1.43
C 3.15 -3.15 -2.84
C 5.21 -6.56 -3.07
H 3.89 -2.62 -1.00
H 2.64 -3.93 -0.92
H 3.13 -3.97 -3.56
H 3.79 -2.37 -3.26
H 2.16 -2.71 -2.83
H 4.73 -7.44 -3.49
H 6.24 -6.71 -2.74
H 5.10 -5.85 -3.89
O 4.55 4.98 0.12
S 3.58 3.95 0.42
O 3.21 3.66 1.82
O 2.20 4.45 -0.36
C 1.51 5.52 0.29
C 0.07 5.45 -0.29
C 3.94 2.37 -0.44
H 2.11 6.31 -0.16
H 1.55 5.60 1.37
H 0.10 5.67 -1.35
H -0.63 6.18 0.13
H -0.41 4.51 -0.03
H 4.93 2.05 -0.10
H 4.05 2.83 -1.42
H 3.06 1.77 -0.23
O -0.33 -4.45 3.28
S 0.69 -4.13 4.28
O 1.90 -4.95 4.25
O 1.20 -2.54 4.09
C 0.33 -1.52 4.30
C 0.58 -0.67 5.52
C 0.11 -4.06 6.00
H -0.67 -1.95 4.41
H 0.20 -0.95 3.38
H -0.19 0.10 5.60
H 1.58 -0.24 5.60
H 0.35 -1.28 6.40
H 0.12 -5.08 6.37
H -0.88 -3.61 6.04
H 0.82 -3.43 6.54
O 3.44 1.67 -6.01
S 3.27 1.95 -4.57
O 4.46 1.96 -3.70
O 2.52 3.42 -4.38
C 3.01 4.63 -4.92
C 2.52 5.71 -3.94
C 1.97 0.91 -3.83
H 2.74 4.72 -5.97
H 4.09 4.47 -4.89
H 2.96 6.63 -4.34
H 2.93 5.46 -2.97
H 1.44 5.71 -3.78
H 1.03 1.02 -4.37
H 1.88 1.36 -2.85
H 2.46 -0.07 -3.81
O -2.01 5.77 -2.79
S -2.19 4.50 -3.60
O -3.51 3.94 -3.97
O -1.42 4.82 -5.06
C -1.71 3.96 -6.17
C -0.37 3.90 -7.06
C -1.14 3.15 -2.96
H -2.61 4.30 -6.68
H -1.92 2.95 -5.82
H -0.36 4.82 -7.64
H -0.63 3.07 -7.72
H 0.56 3.65 -6.55
H -1.19 3.42 -1.90
H -0.10 3.26 -3.26
H -1.51 2.14 -3.11
O -2.10 3.10 1.60
S -1.20 3.46 2.73
O -0.67 4.80 2.90
O -1.90 3.02 4.08
C -1.29 3.20 5.36
C -2.16 2.67 6.51
C 0.32 2.25 2.77
H -1.08 4.26 5.53
H -0.34 2.68 5.26
H -2.44 1.63 6.31
H -3.05 3.23 6.79
H -1.58 2.79 7.42
H -0.08 1.25 2.88
H 0.95 2.61 3.59
H 0.90 2.41 1.85
```

Here are the Mulliken charges for atoms 1 to 4, given in e: -1.3616 -0.0909 -0.7942 0.6578

=====

Computed, not measured: an isolated molecule of C5H11NS at a distorted geometry, with ωB97M-V with the def2-TZVPD basis set.

The LUMO energy comes out at 1.029 eV. The SMILES is CN1CC[C@@H]1CS.

Geometry as XYZ:
```
18
C5H11NS ωB97M-V with the def2-TZVPD basis set
C -0.81 1.70 0.43
C -2.29 -0.08 -0.34
C -1.57 -1.30 0.26
C -0.28 -0.65 -0.28
C 0.94 -0.63 0.62
H 0.22 2.12 0.38
H -1.48 2.52 0.19
H -1.03 1.43 1.48
H -2.80 -0.27 -1.29
H -3.02 0.43 0.35
H -1.80 -2.29 -0.13
H -1.61 -1.35 1.33
H 0.01 -1.08 -1.23
H 0.73 -0.10 1.54
H 1.21 -1.69 0.89
H 1.85 1.11 -0.76
N -1.02 0.64 -0.54
S 2.44 0.03 -0.20
```

Here are the Mulliken charges for atoms 1 to 4, given in e: -0.9334 -0.5415 -0.6864 -0.0284

=====

Computed, not measured: a structure of composition C9H19FeINO at a distorted geometry, with ωB97M-V with the def2-TZVPD basis set.

Its total charge is +1. The LUMO energy (alpha / beta) comes out at -3.615 / -5.122 eV. Its spin multiplicity is 5.

Geometry as XYZ:
```
32
C9H19FeINO ωB97M-V with the def2-TZVPD basis set
Fe -0.77 5.62 2.25
I -1.37 4.06 0.62
C -0.11 0.02 2.60
C 0.15 -0.63 1.23
C -1.09 -1.57 0.84
C -1.01 -1.94 -0.66
C -1.19 -0.68 -1.46
C 0.04 0.31 -1.28
N 0.31 0.42 0.23
O 0.97 1.48 0.64
C 1.36 -0.22 -1.83
C -0.26 1.68 -1.84
C 1.46 -1.51 1.23
H 0.75 0.53 2.99
H -0.31 -0.80 3.32
H -0.92 0.70 2.44
H -1.13 -2.32 1.61
H -2.01 -0.93 0.82
H -1.78 -2.67 -0.95
H -0.08 -2.40 -0.90
H -2.09 -0.14 -1.04
H -1.34 -0.89 -2.55
H 1.56 -1.12 -1.26
H 1.32 -0.59 -2.85
H 2.12 0.54 -1.79
H -1.35 1.91 -1.69
H 0.35 2.49 -1.46
H -0.19 1.58 -2.92
H 1.46 -2.18 2.07
H 2.28 -0.82 1.27
H 1.72 -2.03 0.36
H 1.17 2.11 -0.05
```

Here are the Mulliken charges for atoms 1 to 4, given in e: 0.3248 -0.2239 -1.6407 0.9198

=====

Computed, not measured: a structure of composition C20H20CrN2 at a distorted geometry, with ωB97M-V with the def2-TZVPD basis set.

Its total charge is -1. The LUMO energy (alpha / beta) comes out at 2.891 / 2.762 eV. Its spin multiplicity is 4.

Geometry as XYZ:
```
43
C20H20CrN2 ωB97M-V with the def2-TZVPD basis set
C 1.26 -1.75 -2.66
C 2.22 -1.04 -1.85
C 1.76 0.31 -1.69
C 0.52 0.44 -2.38
C 0.21 -0.82 -3.00
Cr 0.21 -1.19 -0.71
C 2.04 -2.74 0.89
C 1.68 -4.04 0.87
C 0.88 -5.05 0.69
N -1.89 -1.19 -1.18
H 2.30 1.10 -1.15
H 3.17 -1.44 -1.49
H -0.04 1.37 -2.52
H -0.58 -1.00 -3.73
H 1.35 -2.78 -3.01
H 2.90 -2.36 0.25
H -2.19 -2.18 -1.26
H 1.39 -2.07 1.56
H 1.15 -6.07 0.72
H -0.02 -4.54 0.36
C -4.34 1.57 -0.05
C -3.81 0.48 -0.80
C -2.51 0.01 -0.57
C -1.69 0.78 0.28
C -2.22 1.82 1.07
C -3.54 2.23 0.90
N -0.39 0.35 0.39
C 0.54 1.18 1.06
C 0.73 2.53 0.68
C 1.62 3.35 1.38
C 2.35 2.82 2.45
C 2.21 1.48 2.81
C 1.30 0.66 2.13
H -5.38 1.91 -0.15
H -4.47 0.00 -1.54
H -2.03 -0.97 -2.17
H -1.59 2.27 1.84
H -3.92 3.06 1.52
H 0.14 2.93 -0.15
H 1.72 4.40 1.08
H 3.03 3.48 3.01
H 2.79 1.07 3.64
H 1.12 -0.37 2.46
```

Here are the Mulliken charges for atoms 1 to 4, given in e: -0.7934 -0.9059 -0.4337 -0.3363